[1]
# C17H62N4O14

14 unconnected molecules or ions with the total composition C17H62N4O14 at a distorted geometry (ωB97M-V/def2-TZVPD, OMol25).

The relative energy (zero: lowest compared OMol25 entry of this formula, charge and spin) is 354.7 kJ/mol. As for the HOMO energy: -9.07 eV. The LUMO energy comes out at 0.146 eV. As for the total charge: 0. The value obtained for the molar mass is 546.7 g mol⁻¹.

Each line ends with the Mulliken charge.
Positions of all 97 atoms, in Å:
C1 3.920 -1.890 -0.336  -1.23
C2 3.531 -0.625 0.434  0.62
O1 4.714 -0.250 1.125  -0.59
H1 4.779 -1.676 -0.973  0.45
H2 3.125 -2.144 -0.997  0.08
H3 4.100 -2.818 0.196  0.42
H4 2.779 -0.782 1.099  -0.63
H5 3.296 0.185 -0.178  0.29
H6 5.319 0.106 0.463  0.38
C3 2.840 3.274 3.179  -1.48
C4 3.115 1.954 2.552  1.11
O2 3.760 1.106 3.444  -0.62
H7 1.833 3.190 3.663  0.20
H8 2.624 3.990 2.431  0.33
H9 3.612 3.696 3.776  0.46
H10 3.846 2.216 1.796  0.12
H11 2.180 1.445 2.173  -0.33
H12 3.599 0.246 3.081  0.31
C5 -2.839 -0.996 2.790  -1.67
C6 -2.747 -1.770 1.459  2.36
O3 -3.792 -2.700 1.386  -0.59
H13 -2.071 -0.271 3.132  0.22
H14 -2.945 -1.611 3.630  0.46
H15 -3.678 -0.360 2.783  0.49
H16 -1.744 -2.188 1.309  -0.93
H17 -2.737 -1.132 0.584  -0.55
H18 -4.587 -2.300 1.074  0.35
C7 -0.060 -0.080 0.038  -0.20
O4 0.292 0.261 1.348  -0.39
N1 0.143 -1.203 -0.447  2.29
N2 -0.840 0.682 -0.651  0.63
H19 0.415 -1.894 0.226  -0.25
H20 -0.157 -1.445 -1.427  -0.83
H21 -1.343 1.504 -0.133  0.14
H22 -1.322 0.503 -1.530  0.03
C8 -1.542 5.175 -1.829  0.31
O5 -2.036 4.125 -2.582  -0.61
N3 -1.925 6.400 -1.977  -0.45
N4 -0.685 5.040 -0.894  -0.38
H23 -2.882 6.523 -2.354  0.30
H24 -1.769 7.063 -1.228  0.21
H25 -0.431 4.009 -0.910  0.30
H26 0.033 5.739 -0.556  0.31
C9 -3.075 1.974 1.019  -1.05
O6 -2.215 2.830 0.407  -0.68
H27 -2.544 1.442 1.792  -0.11
H28 -3.397 1.275 0.210  0.09
H29 -3.924 2.492 1.361  0.71
H30 -2.628 3.708 0.514  0.35
C10 -0.350 -3.142 -3.743  -1.07
O7 -0.397 -1.915 -2.944  -0.14
H31 -0.090 -4.041 -3.287  0.37
H32 0.284 -2.958 -4.636  0.24
H33 -1.386 -3.229 -4.067  0.40
H34 -0.912 -1.315 -3.418  0.11
C11 0.513 -2.720 2.918  -0.60
O8 1.343 -2.908 1.794  -0.36
H35 0.287 -1.711 3.346  0.08
H36 1.230 -3.187 3.699  0.39
H37 -0.467 -3.219 2.844  0.24
H38 2.267 -2.719 2.036  0.20
C12 -2.032 -4.021 -0.936  0.13
O9 -2.881 -4.740 -0.107  -0.61
H39 -1.140 -3.770 -0.373  -0.15
H40 -2.437 -2.994 -1.269  -0.02
H41 -1.726 -4.602 -1.843  0.22
H42 -3.061 -4.358 0.729  0.37
C13 1.668 2.858 -0.612  0.65
O10 0.637 2.737 -1.522  -0.68
H43 1.137 3.079 0.349  -0.58
H44 2.425 3.554 -0.820  0.82
H45 2.148 1.861 -0.410  -0.67
H46 0.132 1.943 -1.288  0.25
C14 1.888 -4.925 -0.991  0.08
O11 2.091 -5.796 -2.033  -0.55
H47 1.394 -4.053 -1.242  -0.42
H48 2.904 -4.485 -0.707  0.24
H49 1.459 -5.293 -0.064  0.33
H50 2.667 -5.287 -2.566  0.32
C15 -3.591 -0.224 -2.265  -0.34
O12 -2.909 1.034 -2.443  -0.39
H51 -2.831 -0.908 -1.877  -0.23
H52 -4.033 -0.573 -3.239  0.37
H53 -4.357 -0.208 -1.560  0.27
H54 -2.915 1.272 -3.395  0.26
C16 1.790 0.288 -2.910  0.31
O13 1.900 -0.430 -4.135  -0.60
H55 0.715 0.601 -2.697  -0.07
H56 2.370 1.241 -2.945  0.29
H57 2.195 -0.213 -2.068  -0.39
H58 2.411 -1.240 -3.864  0.39
C17 -0.825 3.106 3.145  -0.34
O14 -0.381 1.929 3.851  -0.63
H59 -1.929 3.112 3.052  0.21
H60 -0.309 3.254 2.198  -0.01
H61 -0.601 4.008 3.769  0.41
H62 -0.271 1.333 3.112  0.16

[2]
# C20H63F2N24O14P

A molecular structure, C20H63F2N24O14P at a distorted geometry (ωB97M-V/def2-TZVPD, OMol25).

The relative energy (zero: lowest compared OMol25 entry of this formula, charge and spin) is 131.7 kJ/mol. As for the HOMO energy: -8.05 eV. The LUMO energy comes out at 0.396 eV. As for the total charge: 0. The value obtained for the molar mass is 932.8 g mol⁻¹.

Each line ends with the Mulliken charge.
Positions of all 124 atoms, in Å:
C1 -0.403 1.510 -0.073  -2.00
C2 -1.233 0.797 -1.115  1.04
C3 -2.152 1.771 -1.825  -2.04
C4 -1.928 -0.455 -0.565  1.36
C5 -1.770 -1.593 -1.571  -1.69
C6 -3.404 -0.272 -0.366  -2.62
O1 -3.659 0.753 0.630  0.88
P1 -5.140 0.541 1.203  -0.46
F1 -5.330 1.625 2.350  -0.24
C7 -6.248 1.148 -0.188  0.14
C8 -6.876 2.469 0.076  0.19
O2 -8.052 2.647 -0.091  -0.57
F2 -6.100 3.454 0.500  -0.23
H1 0.299 2.138 -0.601  0.51
H2 0.184 0.796 0.474  0.19
H3 -1.015 2.119 0.578  0.46
H4 -0.528 0.458 -1.857  0.89
H5 -2.584 1.294 -2.696  0.44
H6 -1.528 2.561 -2.219  0.56
H7 -2.903 2.207 -1.182  0.12
H8 -1.509 -0.734 0.389  0.28
H9 -2.564 -2.306 -1.394  0.34
H10 -0.795 -2.038 -1.503  0.25
H11 -1.965 -1.167 -2.544  0.44
H12 -3.810 -1.208 0.004  0.93
H13 -3.886 -0.097 -1.320  0.29
H14 -7.049 0.459 -0.351  0.52
H15 -5.648 1.213 -1.087  0.12
C9 2.201 -2.126 0.254  0.08
O3 1.499 -1.203 -0.170  -0.54
N1 3.525 -2.216 -0.005  -0.03
N2 1.706 -3.126 1.050  -0.27
H16 4.096 -2.958 0.392  0.12
H17 3.943 -1.495 -0.575  0.21
H18 0.733 -3.095 1.282  0.18
H19 2.283 -3.874 1.400  0.18
C10 3.278 -1.134 -3.483  0.65
O4 4.064 -0.555 -2.747  -0.67
N3 2.294 -1.945 -3.012  -0.25
N4 3.338 -1.007 -4.851  -0.43
H20 1.648 -2.434 -3.600  0.18
H21 2.229 -2.043 -2.010  -0.03
H22 4.053 -0.415 -5.224  0.23
H23 2.708 -1.467 -5.477  0.15
C11 5.618 -4.530 2.018  0.57
O5 4.654 -4.589 1.239  -0.84
N5 6.875 -4.960 1.696  -0.29
N6 5.428 -3.993 3.229  -0.23
H24 7.660 -4.895 2.319  0.17
H25 7.006 -5.348 0.783  0.18
H26 4.502 -3.658 3.422  0.21
H27 6.146 -3.881 3.924  0.21
C12 10.741 -5.393 1.638  0.64
O6 10.079 -4.815 2.491  -0.72
N7 11.336 -4.730 0.605  -0.38
N8 10.927 -6.744 1.661  -0.43
H28 11.880 -5.182 -0.104  0.17
H29 11.209 -3.737 0.562  0.20
H30 10.500 -7.253 2.411  0.22
H31 11.462 -7.241 0.976  0.16
C13 3.294 -0.622 3.517  0.33
O7 4.210 -1.434 3.496  -0.79
N9 2.346 -0.615 2.541  -0.13
N10 3.113 0.332 4.475  -0.32
H32 1.582 0.038 2.529  0.38
H33 2.436 -1.293 1.807  0.65
H34 3.774 0.375 5.225  0.19
H35 2.334 0.969 4.428  0.30
C14 8.558 -1.737 4.143  0.66
O8 7.726 -2.478 4.641  -0.69
N11 8.484 -0.374 4.271  -0.39
N12 9.609 -2.218 3.420  -0.30
H36 9.149 0.257 3.870  0.14
H37 7.711 -0.005 4.790  0.24
H38 9.673 -3.229 3.306  0.31
H39 10.301 -1.631 2.998  0.13
C15 -1.735 4.135 3.616  0.73
O9 -0.721 4.561 4.153  -0.64
N13 -2.768 3.586 4.328  -0.34
N14 -1.933 4.172 2.264  -0.57
H40 -3.606 3.230 3.906  0.23
H41 -2.669 3.542 5.323  0.20
H42 -1.207 4.569 1.699  0.31
H43 -2.761 3.823 1.819  0.19
C16 -4.874 -4.741 -1.246  0.58
O10 -4.426 -3.609 -1.258  -0.57
N15 -4.082 -5.837 -1.036  -0.38
N16 -6.204 -5.009 -1.442  -0.42
H44 -4.426 -6.777 -1.022  0.17
H45 -3.104 -5.673 -0.889  0.22
H46 -6.809 -4.227 -1.599  0.21
H47 -6.591 -5.932 -1.436  0.15
C17 0.013 3.913 -4.337  0.57
O11 -0.062 2.991 -3.545  -0.59
N17 -1.037 4.277 -5.138  -0.37
N18 1.154 4.659 -4.486  -0.42
H48 -0.999 5.031 -5.796  0.16
H49 -1.885 3.749 -5.051  0.22
H50 1.937 4.413 -3.913  0.23
H51 1.239 5.421 -5.130  0.15
C18 -0.588 1.430 3.493  0.17
O12 0.629 1.282 3.436  -0.99
N19 -1.229 2.406 2.811  0.47
N20 -1.379 0.607 4.238  -0.30
H52 -2.224 2.533 2.828  -0.42
H53 -0.670 3.017 2.248  0.26
H54 -0.927 -0.129 4.746  0.25
H55 -2.375 0.701 4.294  0.13
C19 -6.974 2.040 -4.648  0.64
O13 -6.407 2.345 -5.682  -0.66
N21 -7.147 2.907 -3.609  -0.24
N22 -7.489 0.775 -4.450  -0.36
H56 -7.613 2.656 -2.758  0.11
H57 -6.787 3.855 -3.700  0.23
H58 -7.378 0.114 -5.193  0.20
H59 -7.961 0.495 -3.613  0.16
C20 -7.588 6.494 -2.713  0.66
O14 -7.104 5.677 -3.482  -0.67
N23 -7.466 7.839 -2.916  -0.43
N24 -8.284 6.127 -1.595  -0.34
H60 -7.852 8.530 -2.303  0.15
H61 -6.961 8.136 -3.728  0.23
H62 -8.390 5.146 -1.413  0.18
H63 -8.685 6.783 -0.954  0.17